Here is a structure of composition C24H42BrClN5O7P3S2Ta at a distorted geometry from the OMol25 dataset. Energies are from ωB97M-V/def2-TZVPD.

- Spin multiplicity: 2
- <S²>: 0.75
- Net charge: +2
- Orbital gap (alpha / beta): 7.537 / 8.066 eV
- E_tot: -181003.40990 eV

Atoms and positions in Å:
Ta 0.4124 -0.2390 -0.3880
C 3.4815 -4.7402 -3.8623
C 2.9754 -3.7330 -2.8670
O 2.7128 -2.4801 -3.5808
P 1.8974 -1.2877 -2.9989
S 2.7443 -0.4439 -1.3724
S 0.0489 -1.8353 -2.4115
O 1.9163 -0.2391 -4.1511
C 1.4669 -0.5100 -5.5245
C 0.0705 0.0234 -5.7247
H 3.7685 -5.6530 -3.3367
H 4.3571 -4.3546 -4.3854
H 2.7120 -4.9883 -4.5941
H 3.7114 -3.5130 -2.0963
H 2.0445 -4.0518 -2.3986
H 1.5435 -1.5784 -5.7155
H 2.1922 0.0045 -6.1459
H -0.6280 -0.4171 -5.0117
H -0.2632 -0.2301 -6.7321
H 0.0481 1.1103 -5.6201
C -3.1964 0.6841 3.1276
N -1.8215 1.1882 3.2166
C -1.4875 1.8630 4.4782
P -0.6290 0.6038 2.2903
O -0.9681 0.5282 0.7380
O -1.3415 -1.1576 2.3971
P -0.8971 -2.3779 1.5599
O 0.2196 -1.9105 0.5427
N -0.2301 -3.4908 2.5183
C -0.8032 -3.7890 3.8431
C 0.4977 -4.6162 1.9030
N -2.1092 -2.9999 0.6858
C -2.9066 -2.1048 -0.1593
C -2.9028 -4.1104 1.2440
N 0.7845 -0.0110 2.9084
C 2.0971 0.6635 2.8231
C 0.7096 -0.6983 4.2252
H -3.8659 1.5170 3.3401
H -3.3856 -0.1167 3.8443
H -3.4132 0.3218 2.1272
H -2.1836 2.6860 4.6367
H -0.4814 2.2760 4.4456
H -1.5646 1.1761 5.3242
H -1.4925 -3.0083 4.1568
H -0.0012 -3.8634 4.5778
H -1.3406 -4.7393 3.8231
H 0.8123 -4.3660 0.8911
H -0.1248 -5.5130 1.8679
H 1.3865 -4.8335 2.4946
H -2.2875 -1.3315 -0.6088
H -3.7056 -1.6243 0.4102
H -3.3500 -2.6833 -0.9674
H -2.2717 -4.8008 1.7943
H -3.3546 -4.6586 0.4192
H -3.6997 -3.7492 1.8996
H 2.3179 1.0146 1.8260
H 2.8446 -0.0864 3.0774
H 2.1826 1.4908 3.5278
H -0.2852 -1.0645 4.4327
H 0.9984 0.0050 5.0090
H 1.4034 -1.5380 4.2355
Br -1.2618 4.9350 -4.7830
C -0.7659 3.4576 -3.7580
C -1.7310 2.6511 -3.1813
C -1.3074 1.5864 -2.4154
N -0.0173 1.2983 -2.1983
C 0.9045 2.0890 -2.7631
C 0.5735 3.1649 -3.5591
H -2.7854 2.8411 -3.3205
H -2.0369 0.9247 -1.9613
H 1.9393 1.8563 -2.5634
H 1.3508 3.7706 -4.0045
Cl 0.4205 8.4938 -0.0135
C 0.4964 6.8059 0.2950
C -0.1857 6.2792 1.3863
C -0.1288 4.9203 1.6273
C 0.6009 4.0913 0.7752
C 1.2902 4.6360 -0.3081
C 1.2409 5.9927 -0.5518
C 0.6054 2.6444 0.9614
O 0.0938 2.1908 2.0772
O 1.1002 1.9005 0.0817
H -0.7545 6.9360 2.0312
H -0.6591 4.4959 2.4695
H 1.8768 3.9878 -0.9467
H 1.7741 6.4318 -1.3858

Here is a structure of composition C24H42BrF3IO5S at a distorted geometry from the OMol25 dataset. Energies are from ωB97M-V/def2-TZVPD.

- Net charge: -1
- Orbital gap: 5.348 eV
- E_tot: -132935.89243 eV

Atoms and positions in Å:
C 1.1639 2.2709 0.7364
C 1.7642 3.2392 -0.3088
C 1.1512 3.1578 -1.7383
C -0.2415 2.5024 -1.8252
C -1.4060 3.4573 -1.4197
C -2.7455 2.8129 -1.8581
C -3.4982 2.1228 -0.6809
C -3.0150 0.6654 -0.4524
C -4.0815 -0.4121 -0.4750
Br -5.8623 0.0834 0.3124
O -4.4425 -0.7666 -1.8223
S -5.3269 -2.1428 -1.7704
O -4.7807 -2.9609 -2.8112
O -6.7348 -2.0430 -1.9541
O -4.8737 -2.6114 -0.2917
C -3.6981 -1.7850 0.1027
C -2.5399 -2.5770 -0.5638
C -1.1342 -1.9145 -0.4640
C -0.0306 -2.9910 -0.3049
C 1.0991 -2.5925 0.6744
C 2.2327 -1.7747 0.0178
C 3.5282 -1.9011 0.8919
C 4.7152 -2.4874 0.0919
C 5.3321 -1.3853 -0.8089
C 6.2080 -0.3866 -0.0299
O 5.4379 0.7199 0.4052
C 6.1872 1.9186 0.5307
C -3.5884 -1.9999 1.6399
C -3.5239 -0.7428 2.5546
C -2.2027 -0.5821 3.2767
F -1.0177 -0.5977 2.6152
C -2.1365 -0.3909 4.5973
F -1.1272 -0.8641 5.3216
F -3.0511 0.3090 5.2550
H 0.0713 2.2954 0.8016
H 1.5425 2.5861 1.7246
H 1.5506 1.2510 0.6040
H 2.8263 2.9559 -0.4067
H 1.7613 4.2563 0.1014
H 1.0210 4.1904 -2.0854
H 1.8183 2.6880 -2.4750
H -0.4212 2.2971 -2.8943
H -0.3045 1.5246 -1.3158
H -1.3689 3.7223 -0.3504
H -1.3043 4.4302 -2.0518
H -3.3984 3.6139 -2.2430
H -2.5878 2.1246 -2.7000
H -4.5709 2.2187 -0.8787
H -3.2485 2.7013 0.2169
H -2.4684 0.6390 0.4968
H -2.2887 0.4209 -1.2390
H -2.5311 -3.5604 -0.0765
H -2.7257 -2.7844 -1.6239
H -0.9600 -1.4362 -1.4392
H -1.0765 -1.1141 0.2799
H 0.4341 -3.1881 -1.2835
H -0.4298 -3.9665 0.0138
H 1.5593 -3.5197 1.0523
H 0.6856 -2.0788 1.5525
H 2.4809 -2.2448 -0.9459
H 1.9769 -0.7179 -0.1088
H 3.3645 -2.5396 1.7709
H 3.7751 -0.8978 1.2654
H 4.2977 -3.2549 -0.5832
H 5.4600 -2.9970 0.7171
H 5.9154 -1.8702 -1.6054
H 4.4860 -0.8674 -1.2821
H 6.9854 -0.0380 -0.7322
H 6.7157 -0.9103 0.7992
H 6.0125 2.3505 1.5264
H 5.8542 2.6335 -0.2357
H 7.2705 1.7704 0.4207
H -2.6785 -2.5838 1.8302
H -4.4233 -2.6264 1.9647
H -4.2685 -0.8718 3.3490
H -3.7677 0.2085 2.0724
I -0.8031 5.8393 -3.4476

Here is a cluster of 6 separate species, C24H42N6 in total at a distorted geometry from the OMol25 dataset. Energies are from ωB97M-V/def2-TZVPD.

- Energy above the lowest of the compared OMol25 structures with the same formula, charge and spin: 12.0 kcal per mole
- SMILES string: CCCC#N.CCCC#N.CCCC#N.CCCC#N.CCCC#N.CCCC#N
- Orbital gap: 11.156 eV
- E_tot: -34508.31911 eV

Atoms and positions in Å:
C -26.4277 -28.7366 21.5931
C -26.8611 -29.8493 22.5381
C -26.1780 -29.8086 23.9137
C -24.7330 -29.8292 23.8065
N -23.5867 -29.8496 23.7189
H -25.3494 -28.6892 21.4481
H -26.6967 -27.7416 21.9778
H -26.9427 -28.8233 20.6380
H -26.4608 -30.7482 22.0586
H -27.9416 -29.9254 22.5958
H -26.5465 -30.7124 24.4074
H -26.5737 -28.9867 24.5143
C -28.3893 -35.3370 27.2403
C -28.9039 -33.8979 27.2018
C -28.8066 -33.2675 25.8154
C -27.4354 -33.2723 25.3198
N -26.3654 -33.3163 24.8931
H -28.7012 -35.8270 28.1623
H -27.3065 -35.3581 27.1481
H -28.8411 -35.9260 26.4381
H -28.3103 -33.2763 27.8810
H -29.9214 -33.8281 27.5879
H -29.2086 -32.2530 25.7994
H -29.4121 -33.8169 25.0869
C -29.5604 -28.0465 26.6692
C -29.5870 -27.0217 27.8156
C -30.9627 -26.7773 28.4168
C -31.8069 -26.0012 27.5031
N -32.4650 -25.3907 26.7774
H -30.1194 -28.9476 26.9267
H -28.5284 -28.3723 26.5365
H -29.9537 -27.5822 25.7679
H -29.1995 -26.0647 27.4506
H -28.8677 -27.2950 28.5914
H -30.8876 -26.1876 29.3330
H -31.4781 -27.7083 28.6549
C -22.4447 -28.8480 19.9322
C -21.5814 -27.7573 19.3310
C -22.0611 -27.3141 17.9477
C -21.8824 -28.3540 16.9375
N -21.7193 -29.1799 16.1558
H -23.3901 -28.4064 20.2891
H -22.0550 -29.2238 20.8790
H -22.7485 -29.6231 19.2326
H -20.5563 -28.1213 19.2300
H -21.5752 -26.8823 19.9793
H -21.4753 -26.4473 17.6342
H -23.1150 -27.0295 17.9518
C -28.5736 -22.0381 24.1530
C -29.0902 -23.1052 25.1153
C -28.4624 -24.4858 25.0209
C -28.3672 -24.9850 23.6484
N -28.2934 -25.3568 22.5688
H -29.1316 -21.9634 23.2256
H -27.5188 -22.2224 23.9361
H -28.6153 -21.0712 24.6560
H -30.1812 -23.2252 25.0738
H -28.9964 -22.7927 26.1622
H -29.0701 -25.1760 25.6068
H -27.4531 -24.4723 25.4395
C -23.2586 -32.3434 21.0903
C -24.1541 -33.1754 22.0002
C -25.1559 -34.0017 21.2123
C -26.1108 -33.1747 20.4761
N -26.8896 -32.5213 19.9342
H -22.6867 -31.5914 21.6266
H -23.8303 -31.8911 20.2780
H -22.5250 -33.0053 20.6128
H -24.7083 -32.4776 22.6319
H -23.5334 -33.7983 22.6380
H -25.7458 -34.6327 21.8838
H -24.6473 -34.6749 20.5175

Here is a structure of composition C24H42NP3SeY at a distorted geometry from the OMol25 dataset. Energies are from ωB97M-V/def2-TZVPD.

- Net charge: +3
- Orbital gap: 5.161 eV
- E_tot: -121289.93081 eV

Atoms and positions in Å:
Y -0.2269 -0.9037 0.0856
P 0.1256 1.4773 1.5432
P -2.7435 0.0432 -0.3322
P 2.4633 -0.6521 -0.4394
H -1.4534 -2.3983 -2.8581
C -0.6026 -2.5418 -2.1800
C -0.6847 -2.8168 -0.8329
H -1.6246 -2.9699 -0.2198
C 0.3356 3.0000 0.5702
C -1.2512 1.8352 2.6932
C 1.5505 1.4675 2.6809
C -3.5543 -0.7484 -1.7628
C -3.8843 -0.3880 1.0509
C -3.1339 1.8086 -0.6135
C 2.9684 -1.6763 -1.8786
C 3.3841 -1.4398 0.9507
C 3.3991 0.8781 -0.7594
H 0.3195 -2.8058 -2.7328
H 0.2520 -3.0633 -0.2565
H 0.4179 3.8635 1.2441
H -0.5238 3.1438 -0.1009
H 1.2511 2.9249 -0.0365
H -1.0732 2.8134 3.1550
H -1.2884 1.0750 3.4944
H -2.2214 1.8533 2.1787
H 1.6541 2.4687 3.1169
H 2.4814 1.2172 2.1505
H 1.4007 0.7453 3.4989
H -4.6261 -0.5020 -1.7584
H -3.4132 -1.8344 -1.7093
H -3.0841 -0.3817 -2.6860
H -4.8835 0.0241 0.8164
H -3.5196 0.0276 2.0014
H -3.9344 -1.4815 1.1473
H -4.2306 1.8792 -0.7038
H -2.6389 2.1396 -1.5391
H -2.7749 2.4382 0.2149
H 4.0467 -1.5739 -2.0687
H 2.4171 -1.3289 -2.7645
H 2.7130 -2.7291 -1.6904
H 4.4262 -1.6200 0.6315
H 2.9200 -2.4059 1.2083
H 3.3795 -0.8067 1.8508
H 4.4120 0.6310 -1.1100
H 3.4774 1.5068 0.1410
H 2.8744 1.4434 -1.5439
C 0.1830 1.0280 -5.1696
C -0.1824 -0.3262 -5.1990
C -0.0551 -1.0171 -6.3999
C 0.5598 -0.4253 -7.5131
C 1.0995 0.8703 -7.4080
C 0.9571 1.5618 -6.2125
Se -0.3910 2.2226 -3.8136
H 1.0345 2.4696 -3.4900
H -0.5561 -0.8042 -4.2977
H -0.4743 -2.0134 -6.4839
H 0.6279 -0.9621 -8.4575
H 1.6161 1.3482 -8.2382
H 1.3882 2.5549 -6.0789
N -0.2597 -1.8684 2.2486
C -0.2431 -1.6011 3.3962
C -0.1709 -1.1792 4.7607
C -1.3215 -0.7685 5.4668
C -1.2235 -0.3128 6.7796
C 0.0252 -0.2229 7.4083
C 1.1750 -0.5974 6.7062
C 1.0833 -1.0602 5.3930
H -2.2882 -0.8132 4.9653
H -2.1216 -0.0173 7.3202
H 0.1006 0.1449 8.4334
H 2.1518 -0.5154 7.1902
H 1.9872 -1.3316 4.8461